1.
The following is a quantum chemistry calculation of a structure of composition C14H15N4O2Pd, from the OMol25 dataset.

```
36
Properties=species:S:1:pos:R:3:forces:R:3:mulliken_charge:R:1
Pd -0.3105 0.2481 0.0523 0.282 -0.440 0.010 -0.39
O 3.7838 0.6061 -1.0970 -0.058 -0.043 0.073 -0.81
C 2.6021 0.8257 -0.7297 0.158 0.153 0.063 0.14
N 1.9750 0.4709 0.3689 -0.024 -0.105 -0.179 -0.47
C 2.6664 -0.4788 1.1941 -0.067 0.015 0.085 -0.52
C 1.7161 -1.4711 1.8355 -0.018 0.107 -0.084 0.57
C 2.0771 -2.1543 2.9966 0.032 -0.007 0.049 -0.65
C 1.1921 -3.0482 3.5677 -0.007 -0.005 0.010 -0.29
C -0.0460 -3.2410 2.9671 -0.013 0.013 -0.009 -0.53
C -0.3249 -2.5316 1.8116 0.121 0.027 0.038 -0.27
N 0.5320 -1.6712 1.2549 -0.089 -0.220 0.069 -0.20
C 1.7440 1.6545 -1.6616 -0.128 -0.085 -0.071 0.86
C 2.2604 2.8151 -2.2268 0.061 0.082 -0.069 -0.58
C 1.4638 3.5816 -3.0562 -0.021 -0.013 0.008 -0.24
C 0.1768 3.1376 -3.3382 0.018 -0.035 -0.013 -0.53
C -0.2429 1.9463 -2.7716 0.013 0.039 0.008 -0.33
N 0.5033 1.2202 -1.9336 0.100 0.193 -0.033 -0.31
H 3.2241 0.0120 2.0045 0.036 0.001 0.025 0.22
H 3.4144 -1.0351 0.6132 0.015 -0.038 -0.019 0.37
H 3.0467 -1.9668 3.4449 -0.022 0.007 -0.019 0.34
H 1.4550 -3.5797 4.4752 0.000 0.003 -0.008 0.37
H -0.7792 -3.9183 3.3860 0.002 0.001 -0.011 0.35
H -1.2781 -2.6329 1.3047 -0.002 -0.012 -0.006 0.39
H 3.2810 3.0921 -1.9983 -0.009 -0.037 0.014 0.38
H 1.8367 4.5056 -3.4829 -0.002 -0.003 0.000 0.38
H -0.4816 3.6909 -3.9964 -0.004 -0.006 0.007 0.35
H -1.2294 1.5492 -2.9857 -0.012 -0.007 0.011 0.39
C -4.8079 1.4412 0.1433 -0.034 0.057 -0.018 -1.02
C -3.3655 0.9863 0.2743 -0.018 -0.064 0.078 0.71
N -2.4194 1.9363 0.2854 0.405 -0.278 0.010 -0.23
O -3.1102 -0.2092 0.3828 -0.020 0.084 -0.020 -0.62
H -4.9095 2.5223 0.0428 -0.024 -0.021 0.001 0.32
H -5.3609 1.1090 1.0222 0.022 0.006 -0.011 0.26
H -5.2482 0.9540 -0.7272 0.012 0.010 0.015 0.26
H -2.6567 2.8903 0.0743 0.008 0.003 0.003 0.20
H -1.3459 1.5882 0.2762 -0.716 0.617 -0.006 0.12
```
Positions in Å, forces in eV/Å.

- max |F| (eV/Å) = 0.95
- 2S+1 = 1
- charge = -1
- highest occupied orbital energy (eV) = -2.194
- frontier orbital gap (eV) = 5.344
- energy relative to the best compared isomer or geometry (same formula, charge and spin) (kcal per mole) = 22.68

2.
The following is a quantum chemistry calculation of a structure of composition C22H42BiNP3S2 in a non-equilibrium geometry, from the OMol25 dataset.

```
71
Properties=species:S:1:pos:R:3:forces:R:3:mulliken_charge:R:1
Bi 0.2815 0.3380 0.3231 2.151 -0.914 0.679 1.33
P 1.6558 -1.9695 -1.0352 0.893 -1.523 -0.734 0.42
P 0.4694 1.5424 -2.1736 -0.943 1.189 -1.616 0.47
P -0.4284 -1.8237 2.1168 -0.798 -0.753 0.764 0.45
H -6.4343 3.5495 0.1642 1.058 -0.433 0.371 0.29
C -6.0864 3.2261 1.1657 -0.806 0.652 0.007 -0.46
C -5.2197 3.8806 1.9397 -0.431 -0.010 0.295 -0.56
H -4.4036 4.4891 1.5623 -0.803 0.836 -0.085 0.30
C 0.5494 -3.0719 -2.0522 -0.244 0.483 0.248 -1.08
C 3.0375 -1.6005 -2.2261 -0.197 0.375 0.094 -0.92
C 2.5069 -3.1872 0.0896 -0.159 0.227 0.211 -0.59
C -0.3560 3.1996 -2.0549 0.156 -0.056 0.236 -0.61
C 2.0616 1.9290 -2.9657 0.398 -0.044 0.069 -1.13
C -0.5121 0.7267 -3.5112 0.198 -0.176 0.247 -1.24
C -1.6846 -1.4151 3.3882 0.087 0.299 -0.119 -1.10
C 0.9054 -2.4626 3.1663 0.483 -0.062 0.246 -1.16
C -1.1642 -3.3154 1.3441 0.064 0.124 -0.156 -1.19
H -6.5799 2.3216 1.5193 -0.574 0.621 0.395 0.29
H -5.2491 3.8119 3.0330 0.359 -0.711 -0.340 0.27
H 1.1022 -3.9304 -2.4973 -0.178 0.687 0.416 0.44
H 0.1219 -2.4495 -2.8660 0.063 -0.530 0.449 0.30
H -0.2543 -3.4562 -1.3899 0.362 0.220 -0.607 0.27
H 3.3981 -2.5026 -2.7605 -0.412 0.283 0.479 0.48
H 3.8899 -1.1753 -1.6612 -0.463 -0.060 -0.410 0.10
H 2.6659 -0.8916 -2.9869 0.363 -0.280 0.324 0.33
H 2.9959 -4.0182 -0.4591 -0.377 0.608 -0.059 0.52
H 1.7605 -3.6386 0.7673 0.513 0.228 -0.315 0.28
H 3.2883 -2.6517 0.6645 -0.585 -0.393 -0.223 -0.17
H -0.1450 3.7737 -2.9765 -0.044 -0.308 0.374 0.49
H 0.0441 3.7582 -1.1897 -0.146 -0.149 -0.375 0.41
H -1.4497 3.1026 -1.9336 0.687 -0.128 -0.063 -0.24
H 1.9193 1.9945 -4.0587 0.086 0.004 0.441 0.41
H 2.7945 1.1407 -2.7356 -0.141 0.433 -0.210 0.17
H 2.4267 2.8986 -2.5898 -0.070 -0.385 -0.132 0.45
H -0.5752 1.4277 -4.3727 -0.016 -0.498 0.526 0.45
H -1.5264 0.4757 -3.1365 0.557 0.133 -0.334 0.35
H 0.0248 -0.1949 -3.8150 -0.446 0.459 -0.006 0.36
H -1.8981 -2.3100 3.9866 0.067 0.108 -0.217 0.50
H -2.6036 -1.0393 2.9260 0.201 -0.105 0.151 0.24
H -1.2827 -0.6469 4.0575 -0.147 -0.038 -0.119 0.40
H 0.4819 -3.2145 3.8600 0.257 0.334 -0.310 0.46
H 1.3246 -1.6256 3.7535 -0.197 -0.399 -0.162 0.31
H 1.7086 -2.9215 2.5684 -0.341 0.202 0.433 0.33
H -1.6314 -3.9219 2.1388 0.177 0.169 -0.386 0.47
H -0.3921 -3.9086 0.8320 -0.365 0.109 0.166 0.35
H -1.9299 -2.9981 0.6175 0.189 -0.269 0.269 0.37
C -3.4820 2.0416 0.8768 -0.233 0.930 -1.613 1.03
C -4.3681 1.0035 0.5985 1.235 0.775 -0.039 -0.90
C -4.8845 0.9844 -0.6782 -1.083 0.075 0.169 -0.61
C -4.6571 2.0591 -1.5931 -0.332 -1.507 -1.166 -0.81
C -3.7379 3.0595 -1.3262 -0.704 -0.095 0.359 -0.80
C -3.2301 3.0863 -0.0392 0.797 -0.016 -0.179 -0.40
S -2.2082 1.8183 2.0197 1.242 -0.515 -0.332 -0.11
H -1.5463 1.3595 0.8094 -0.432 0.601 1.884 -0.32
H -4.5945 0.3073 1.4080 0.035 -0.203 -0.618 0.55
H -5.5207 0.1012 -0.7999 -0.148 0.709 -0.984 0.50
H -5.1139 2.0907 -2.6104 0.206 -0.489 1.027 0.43
H -3.4545 3.7662 -2.1272 -0.426 -0.146 0.818 0.75
H -2.5636 3.9157 0.2146 0.020 -0.495 0.226 0.53
S 2.6422 1.2454 1.7400 -2.499 0.967 -0.251 -0.32
C 3.9134 0.1824 1.4709 1.377 -0.139 -0.571 0.42
N 4.7939 0.5104 0.4663 0.002 -1.487 0.397 0.08
C 5.8432 -0.3045 0.1616 -0.286 0.345 0.251 -0.55
C 6.0980 -1.4462 0.8858 -0.476 -0.188 0.740 -0.31
C 5.2723 -1.7129 2.0098 0.648 -0.360 -0.366 -0.45
C 4.1943 -0.8955 2.3045 0.172 -0.040 -0.129 -0.53
H 4.5940 1.3417 -0.0982 0.176 -0.302 0.349 0.31
H 6.4527 0.0156 -0.6551 0.325 0.126 -0.386 0.47
H 6.9238 -2.1184 0.6262 -0.334 0.468 0.080 0.47
H 5.4766 -2.5949 2.6305 -0.022 0.440 -0.230 0.43
H 3.5486 -1.0617 3.1683 0.256 -0.012 -0.350 0.55
```
Positions in Å, forces in eV/Å.

- max |F| (eV/Å) = 2.69
- 2S+1 = 1
- charge = +3
- highest occupied orbital energy (eV) = -14.781
- frontier orbital gap (eV) = 3.844
- energy relative to the best compared isomer or geometry (same formula, charge and spin) (kcal per mole) = 49.28

Q: Which of these has the lowest max |F|?
A: C14H15N4O2Pd